Entry 1:
Formula: C2H8OS
Source: the OMol25 dataset
Level of theory: ωB97M-V/def2-TZVPD

**SMILES**: CSC.O
**LUMO**: 1.1 eV
**Maximum force**: 1.07 eV Å⁻¹
**E_tot**: -554.4017 hartree
**HOMO level**: -8.47 eV
**ΔE to the lowest compared entry with this formula, charge and spin**: 42.5 kJ/mol
**2S+1**: 1

Bonds (Å) are listed after each position.
CARTESIAN COORDINATES (ANGSTROEM)
1 C 0.76 2.06 -1.39  S2 1.823, H4 1.087, H5 1.093, H6 1.086
2 S 2.27 1.66 -0.43  C1 1.823, C3 1.834
3 C 2.49 -0.10 -0.89  S2 1.834, H7 1.081, H8 1.083, H9 1.088
4 H 0.15 1.19 -1.63  C1 1.087
5 H 0.24 2.74 -0.72  C1 1.093
6 H 0.95 2.64 -2.28  C1 1.086
7 H 3.45 -0.25 -1.37  C3 1.081
8 H 1.72 -0.40 -1.59  C3 1.083
9 H 2.44 -0.66 0.04  C3 1.088
10 H -4.96 -2.74 4.16  O12 0.963
11 H -4.36 -3.29 2.88  O12 0.959
12 O -5.14 -2.83 3.22  H10 0.963, H11 0.959

---

Entry 2:
Formula: C6H11N2
Source: the OMol25 dataset
Level of theory: ωB97M-V/def2-TZVPD

**SMILES**: CC(=[NH2+])C[C@@H]1N=C1C
**LUMO**: -4.4 eV
**Net charge**: +1
**Maximum force**: 3.94 eV Å⁻¹
**E_tot**: -344.3974 hartree
**HOMO level**: -13.82 eV
**ΔE to the lowest compared entry with this formula, charge and spin**: 309.2 kJ/mol
**2S+1**: 1

Bonds (Å) are listed after each position.
CARTESIAN COORDINATES (ANGSTROEM)
1 C -0.71 -1.86 -0.73  C3 1.455, C5 1.452, N7 1.262
2 C 0.66 0.19 0.15  C3 1.552, C4 1.452, H9 1.132, H10 1.071
3 C -0.09 -0.57 -0.98  C1 1.455, C2 1.552, N7 1.811, H11 1.080
4 C -0.01 1.36 0.69  C2 1.452, C6 1.426, N8 1.323
5 C -0.43 -3.29 -0.80  C1 1.452, H12 1.093, H13 1.043, H14 1.139
6 C 0.70 2.48 1.20  C4 1.426, H15 1.099, H16 1.122, H17 1.137
7 N -1.75 -1.17 -0.55  C1 1.262, C3 1.811
8 N -1.34 1.32 0.73  C4 1.323, H18 0.990, H19 1.007
9 H 0.79 -0.41 1.10  C2 1.132
10 H 1.61 0.39 -0.29  C2 1.071
11 H -0.05 -0.18 -1.98  C3 1.080
12 H -1.12 -3.77 -0.11  C5 1.093
13 H 0.55 -3.47 -0.50  C5 1.043
14 H -0.82 -3.90 -1.68  C5 1.139
15 H 0.55 2.47 2.29  C6 1.099
16 H 0.26 3.45 0.86  C6 1.122
17 H 1.80 2.24 1.01  C6 1.137
18 H -1.84 2.04 1.19  N8 0.990
19 H -1.83 0.57 0.27  N8 1.007

---

Entry 3:
Formula: C46H118O23S8
Source: the OMol25 dataset
Level of theory: ωB97M-V/def2-TZVPD

**LUMO**: -0.1 eV
**Maximum force**: 3.46 eV Å⁻¹
**E_tot**: -6738.8628 hartree
**HOMO level**: -8.52 eV
**2S+1**: 1

Bonds (Å) are listed after each position.
CARTESIAN COORDINATES (ANGSTROEM)
1 C -17.18 -13.66 18.17  S2 1.825, H5 1.076, H6 1.102, H7 1.069
2 S -17.04 -13.67 19.99  C1 1.825, O3 1.499, C4 1.760
3 O -17.95 -14.79 20.37  S2 1.499
4 C -15.42 -14.34 20.00  S2 1.760, H8 1.096, H9 1.062, H10 1.085
5 H -16.87 -14.64 17.87  C1 1.076
6 H -16.47 -12.89 17.82  C1 1.102
7 H -18.20 -13.41 17.97  C1 1.069
8 H -15.52 -15.27 19.43  C4 1.096
9 H -15.07 -14.42 21.00  C4 1.062
10 H -14.83 -13.55 19.53  C4 1.085
11 C -12.54 -8.90 18.84  S12 1.815, H15 1.087, H16 1.075, H17 1.079
12 S -13.39 -7.64 19.84  C11 1.815, O13 1.507, C14 1.735
13 O -12.59 -7.70 21.12  S12 1.507
14 C -12.79 -6.27 18.97  S12 1.735, H18 1.078, H19 1.086, H20 1.092
15 H -12.90 -9.86 19.19  C11 1.087
16 H -11.48 -8.87 18.96  C11 1.075
17 H -12.83 -8.83 17.80  C11 1.079
18 H -11.71 -6.27 19.02  C14 1.078
19 H -13.18 -5.34 19.37  C14 1.086
20 H -13.10 -6.35 17.92  C14 1.092
21 C -13.16 -17.30 25.76  S22 1.788, H25 1.083, H26 1.082, H27 1.099
22 S -11.69 -17.98 25.01  C21 1.788, O23 1.508, C24 1.775
23 O -10.45 -17.51 25.74  S22 1.508
24 C -11.92 -19.66 25.54  S22 1.775, H28 1.092, H29 1.114, H30 1.088
25 H -13.25 -16.23 25.58  C21 1.083
26 H -13.07 -17.55 26.81  C21 1.082
27 H -13.99 -17.88 25.35  C21 1.099
28 H -11.14 -20.29 25.12  C24 1.092
29 H -12.95 -19.93 25.22  C24 1.114
30 H -11.79 -19.63 26.62  C24 1.088
31 C -9.47 -21.13 21.48  S32 1.761, H35 1.077, H36 1.084, H37 1.093
32 S -10.76 -19.93 21.38  C31 1.761, O33 1.559, C34 1.739
33 O -10.00 -18.57 21.45  S32 1.559
34 C -11.27 -20.14 19.73  S32 1.739, H38 1.084, H39 1.106, H40 1.091
35 H -9.99 -22.07 21.53  C31 1.077
36 H -8.98 -20.90 22.42  C31 1.084
37 H -8.80 -21.03 20.62  C31 1.093
38 H -12.14 -19.50 19.62  C34 1.084
39 H -11.65 -21.18 19.76  C34 1.106
40 H -10.48 -19.95 19.01  C34 1.091
41 C -6.20 -12.86 18.01  S42 1.758, H45 1.096, H46 1.111, H47 1.081
42 S -7.82 -12.62 17.38  C41 1.758, O43 1.512, C44 1.750
43 O -7.62 -12.16 15.95  S42 1.512
44 C -8.29 -14.29 17.17  S42 1.750, H48 1.100, H49 1.073, H50 1.084
45 H -5.75 -11.89 17.76  C41 1.096
46 H -5.68 -13.65 17.43  C41 1.111
47 H -6.29 -13.03 19.08  C41 1.081
48 H -7.50 -14.81 16.61  C44 1.100
49 H -9.23 -14.23 16.66  C44 1.073
50 H -8.43 -14.74 18.15  C44 1.084
51 C -8.52 -16.23 22.34  S52 1.832, H55 1.079, H56 1.081, H57 1.097
52 S -8.32 -16.03 20.54  C51 1.832, O53 1.511, C54 1.738
53 O -7.67 -14.67 20.43  S52 1.511
54 C -7.20 -17.33 20.27  S52 1.738, H58 1.092, H59 1.110, H60 1.096
55 H -7.64 -15.87 22.84  C51 1.079
56 H -8.84 -17.26 22.46  C51 1.081
57 H -9.44 -15.67 22.53  C51 1.097
58 H -7.63 -18.27 20.59  C54 1.092
59 H -6.29 -17.11 20.87  C54 1.110
60 H -6.95 -17.31 19.20  C54 1.096
61 C -13.03 -17.58 16.52  S62 1.755, H65 1.088, H66 1.095, H67 1.079
62 S -13.15 -16.93 18.14  C61 1.755, O63 1.491, C64 1.786
63 O -13.44 -18.11 19.01  S62 1.491
64 C -11.47 -16.46 18.51  S62 1.786, H68 1.092, H69 1.091, H70 1.070
65 H -12.71 -16.77 15.87  C61 1.088
66 H -14.06 -17.91 16.34  C61 1.095
67 H -12.32 -18.38 16.48  C61 1.079
68 H -11.34 -15.68 17.76  C64 1.092
69 H -10.75 -17.27 18.43  C64 1.091
70 H -11.49 -16.02 19.49  C64 1.070
71 C -14.02 -13.17 24.65  S72 1.767, H75 1.113, H76 1.076, H77 1.086
72 S -15.64 -12.56 25.00  C71 1.767, O73 1.506, C74 1.797
73 O -15.42 -11.11 25.35  S72 1.506
74 C -16.20 -12.65 23.30  S72 1.797, H78 1.079, H79 1.078, H80 1.097
75 H -13.49 -13.05 25.62  C71 1.113
76 H -13.62 -12.51 23.90  C71 1.076
77 H -14.14 -14.21 24.39  C71 1.086
78 H -15.53 -11.99 22.77  C74 1.079
79 H -17.24 -12.40 23.23  C74 1.078
80 H -16.01 -13.70 23.02  C74 1.097
81 C -15.73 -20.61 26.44  O82 1.445, H90 1.090, H91 1.074, H92 1.102
82 O -15.47 -19.29 26.97  C81 1.445, C83 1.455
83 C -16.14 -19.15 28.26  O82 1.455, C84 1.514, H93 1.100, H94 1.111
84 C -16.22 -17.68 28.61  C83 1.514, O85 1.457, H95 1.104, H96 1.100
85 O -17.16 -16.89 27.83  C84 1.457, C86 1.411
86 C -16.93 -16.85 26.44  O85 1.411, C87 1.544, H97 1.098, H98 1.113
87 C -17.83 -15.75 25.84  C86 1.544, O88 1.409, H99 1.092, H100 1.111
88 O -19.19 -16.08 25.69  C87 1.409, C89 1.400
89 C -19.95 -15.79 26.83  O88 1.400, H101 1.134, H102 1.105, H103 1.095
90 H -14.90 -20.87 25.79  C81 1.090
91 H -16.73 -20.69 26.05  C81 1.074
92 H -15.78 -21.33 27.27  C81 1.102
93 H -15.53 -19.79 28.91  C83 1.100
94 H -17.16 -19.60 28.19  C83 1.111
95 H -15.20 -17.28 28.49  C84 1.104
96 H -16.58 -17.55 29.64  C84 1.100
97 H -17.03 -17.82 25.92  C86 1.098
98 H -15.90 -16.45 26.32  C86 1.113
99 H -17.40 -15.62 24.84  C87 1.092
100 H -17.70 -14.78 26.36  C87 1.111
101 H -19.48 -16.23 27.76  C89 1.134
102 H -20.94 -16.25 26.71  C89 1.105
103 H -20.19 -14.73 26.95  C89 1.095
104 C -8.06 -12.02 22.72  O105 1.439, H113 1.096, H114 1.084, H115 1.104
105 O -8.82 -11.03 22.01  C104 1.439, C106 1.413
106 C -8.23 -10.75 20.76  O105 1.413, C107 1.516, H116 1.121, H117 1.089
107 C -9.00 -9.71 19.97  C106 1.516, O108 1.375, H118 1.109, H119 1.082
108 O -8.74 -8.38 20.17  C107 1.375, C109 1.436
109 C -8.85 -8.01 21.56  O108 1.436, C110 1.480, H120 1.098, H121 1.099
110 C -8.67 -6.55 21.66  C109 1.480, O111 1.430, H122 1.089, H123 1.086
111 O -9.67 -5.72 21.05  C110 1.430, C112 1.397
112 C -10.64 -5.23 21.93  O111 1.397, H124 1.091, H125 1.074, H126 1.094
113 H -7.86 -12.84 22.03  C104 1.096
114 H -8.63 -12.30 23.60  C104 1.084
115 H -7.13 -11.52 23.03  C104 1.104
116 H -8.26 -11.72 20.19  C106 1.121
117 H -7.23 -10.33 20.86  C106 1.089
118 H -10.07 -9.96 20.14  C107 1.109
119 H -8.79 -9.91 18.93  C107 1.082
120 H -8.05 -8.47 22.16  C109 1.098
121 H -9.85 -8.37 21.85  C109 1.099
122 H -7.88 -6.35 20.94  C110 1.089
123 H -8.43 -6.25 22.68  C110 1.086
124 H -10.16 -4.69 22.75  C112 1.091
125 H -11.20 -6.07 22.29  C112 1.074
126 H -11.27 -4.59 21.31  C112 1.094
127 C -16.53 -20.74 22.96  O128 1.383, H136 1.093, H137 1.095, H138 1.103
128 O -17.23 -19.67 22.43  C127 1.383, C129 1.459
129 C -18.06 -20.10 21.32  O128 1.459, C130 1.549, H139 1.096, H140 1.122
130 C -18.85 -18.90 20.74  C129 1.549, O131 1.411, H141 1.114, H142 1.090
131 O -19.81 -18.41 21.65  C130 1.411, C132 1.425
132 C -19.34 -17.32 22.44  O131 1.425, C133 1.519, H143 1.088, H144 1.087
133 C -20.39 -16.23 22.46  C132 1.519, O134 1.359, H145 1.103, H146 1.088
134 O -21.62 -16.70 22.78  C133 1.359, C135 1.371
135 C -21.68 -17.54 23.87  O134 1.371, H147 1.097, H148 1.102, H149 1.090
136 H -17.28 -21.41 23.39  C127 1.093
137 H -15.86 -20.38 23.74  C127 1.095
138 H -16.03 -21.36 22.19  C127 1.103
139 H -18.75 -20.86 21.70  C129 1.096
140 H -17.27 -20.47 20.61  C129 1.122
141 H -19.40 -19.25 19.84  C130 1.114
142 H -18.20 -18.09 20.45  C130 1.090
143 H -18.47 -16.82 22.01  C132 1.088
144 H -19.13 -17.60 23.47  C132 1.087
145 H -20.30 -15.82 21.44  C133 1.103
146 H -20.08 -15.48 23.18  C133 1.088
147 H -21.36 -18.56 23.63  C135 1.097
148 H -22.72 -17.56 24.22  C135 1.102
149 H -21.06 -17.07 24.63  C135 1.090
150 C -9.46 -10.24 13.91  O151 1.393, H159 1.094, H160 1.067, H161 1.099
151 O -10.56 -10.91 13.37  C150 1.393, C152 1.397
152 C -10.44 -12.29 13.52  O151 1.397, C153 1.512, H162 1.129, H163 1.097
153 C -11.79 -12.96 13.37  C152 1.512, O154 1.411, H164 1.091, H165 1.116
154 O -12.57 -12.57 14.48  C153 1.411, C155 1.407
155 C -13.92 -12.97 14.42  O154 1.407, C156 1.541, H166 1.119, H167 1.094
156 C -14.17 -14.40 14.93  C155 1.541, O157 1.375, H168 1.099, H169 1.091
157 O -13.74 -15.45 14.15  C156 1.375, C158 1.412
158 C -14.38 -15.52 12.89  O157 1.412, H170 1.071, H171 1.091, H172 1.094
159 H -9.36 -10.41 14.98  C150 1.094
160 H -9.54 -9.20 13.68  C150 1.067
161 H -8.51 -10.60 13.50  C150 1.099
162 H -9.99 -12.49 14.53  C152 1.129
163 H -9.72 -12.70 12.80  C152 1.097
164 H -11.69 -14.05 13.41  C153 1.091
165 H -12.32 -12.73 12.42  C153 1.116
166 H -14.36 -12.81 13.41  C155 1.119
167 H -14.48 -12.28 15.06  C155 1.094
168 H -15.25 -14.46 15.15  C156 1.099
169 H -13.67 -14.48 15.89  C156 1.091
170 H -14.17 -14.71 12.23  C158 1.071
171 H -15.44 -15.69 13.04  C158 1.091
172 H -13.97 -16.40 12.38  C158 1.094
173 C -11.40 -12.19 17.93  O174 1.405, H182 1.083, H183 1.085, H184 1.100
174 O -11.50 -13.23 18.86  C173 1.405, C175 1.419
175 C -11.48 -12.72 20.18  O174 1.419, C176 1.473, H185 1.116, H186 1.104
176 C -11.25 -13.77 21.20  C175 1.473, O177 1.414, H187 1.085, H188 1.081
177 O -12.46 -14.49 21.32  C176 1.414, C178 1.399
178 C -12.36 -15.57 22.21  O177 1.399, C179 1.471, H189 1.097, H190 1.079
179 C -13.51 -16.47 22.06  C178 1.471, O180 1.467, H191 1.070, H192 1.085
180 O -14.69 -15.83 22.66  C179 1.467, C181 1.412
181 C -15.81 -16.69 22.69  O180 1.412, H193 1.073, H194 1.099, H195 1.084
182 H -12.26 -11.54 17.86  C173 1.083
183 H -11.25 -12.55 16.91  C173 1.085
184 H -10.61 -11.47 18.17  C173 1.100
185 H -12.38 -12.11 20.41  C175 1.116
186 H -10.60 -12.06 20.32  C175 1.104
187 H -10.91 -13.27 22.10  C176 1.085
188 H -10.48 -14.41 20.78  C176 1.081
189 H -12.33 -15.14 23.22  C178 1.097
190 H -11.43 -16.10 22.09  C178 1.079
191 H -13.24 -17.33 22.64  C179 1.070
192 H -13.47 -16.83 21.04  C179 1.085
193 H -16.60 -16.11 23.13  C181 1.073
194 H -15.62 -17.59 23.29  C181 1.099
195 H -16.11 -17.11 21.74  C181 1.084

---

Entry 4:
Formula: C3H2ClF3
Source: the OMol25 dataset
Level of theory: ωB97M-V/def2-TZVPD

**LUMO**: -0.8 eV
**Maximum force**: 3.76 eV Å⁻¹
**E_tot**: -875.1561 hartree
**HOMO level**: -10.21 eV
**ΔE to the lowest compared entry with this formula, charge and spin**: 297.6 kJ/mol
**2S+1**: 1

Bonds (Å) are listed after each position.
CARTESIAN COORDINATES (ANGSTROEM)
1 C -1.65 -0.11 -0.75  C2 1.288, H8 1.159, H9 1.056
2 C -1.49 -0.81 0.32  C1 1.288, F4 1.320, F5 1.286
3 C -1.84 1.38 -3.27  F6 1.333, Cl7 1.686
4 F -0.98 -2.03 0.25  C2 1.320
5 F -1.61 -0.51 1.57  C2 1.286
6 F -0.83 0.76 -3.88  C3 1.333
7 Cl -3.26 0.52 -3.57  C3 1.686
8 H -1.47 -0.86 -1.61  C1 1.159
9 H -1.84 0.90 -0.97  C1 1.056